Record 1
A 7-piece molecular cluster, C19H37Br12N6O3 overall, computed with ωB97M-V/def2-TZVPD.

Each line ends with the Mulliken charge.
Cartesian coordinates (Å):
1 Br -4.188 1.469 2.218  -0.16
2 H -1.437 -3.644 3.966  0.38
3 H 2.886 -0.993 -3.203  0.22
4 C -4.761 3.084 -0.084  -0.47
5 H -7.102 1.899 2.364  -0.07
6 C -2.524 -0.512 -2.920  -0.50
7 H -3.774 3.840 1.659  0.38
8 H -1.178 -2.890 -0.935  0.21
9 O 4.338 2.222 -3.168  -0.24
10 Br 6.539 0.322 2.042  -0.14
11 C -8.093 1.664 2.732  -0.21
12 C 5.638 3.668 3.775  -0.52
13 H 7.016 5.185 4.476  0.39
14 H -5.063 -2.552 -7.237  0.34
15 H -5.787 -0.243 -7.137  0.38
16 H 1.952 -1.252 1.887  0.28
17 H 4.910 -0.717 -2.428  0.39
18 C -3.758 2.952 1.032  -0.62
19 H 0.768 -2.723 -2.862  0.31
20 H 6.123 3.383 2.843  0.26
21 C -1.919 -2.158 -1.265  -0.95
22 C -5.662 -2.243 -6.383  -0.56
23 H -2.749 2.778 0.673  0.39
24 Br 7.573 -2.628 0.146  -0.14
25 Br 4.857 5.767 5.559  -0.12
26 H 8.345 -0.290 -0.186  0.37
27 H 5.821 5.745 3.288  0.36
28 H 9.000 0.238 2.259  0.36
29 C 0.075 -4.844 2.974  -0.58
30 C 8.289 -0.530 1.964  -0.51
31 O -0.115 0.143 -1.744  -0.60
32 H -9.782 2.692 3.620  0.39
33 C 0.875 -1.642 -2.960  -0.75
34 C -0.274 -0.884 -2.333  0.48
35 C -0.363 -3.678 3.816  -0.61
36 H -2.080 0.243 -3.564  0.42
37 H -5.788 2.999 0.258  0.20
38 H -4.629 4.034 -0.597  0.38
39 C 2.356 -1.129 0.885  -0.21
40 Br 6.283 2.400 5.102  -0.14
41 C -5.581 -0.752 -6.198  -0.59
42 H -8.229 2.944 4.442  0.35
43 Br -6.922 -0.098 -4.953  -0.10
44 Br -4.499 1.711 -1.436  0.01
45 H 0.810 -1.440 -4.031  0.34
46 Br -1.059 -5.079 1.414  -0.11
47 N 3.702 -0.674 -0.748  0.28
48 N -1.517 -1.533 -2.532  0.14
49 H 1.091 -4.736 2.608  0.36
50 N 2.182 -1.185 -2.512  -0.01
51 H -2.956 -0.053 -2.028  0.01
52 Br -8.452 4.494 2.534  -0.15
53 H -2.052 -1.424 -0.464  0.35
54 H -8.044 0.779 3.363  0.37
55 O 5.109 1.106 -1.467  -0.27
56 H 5.767 -0.681 -0.867  -0.42
57 H -3.309 -1.014 -3.485  0.06
58 N 1.682 -1.388 -0.214  -0.26
59 C 5.990 5.087 4.137  -0.62
60 N 3.978 1.781 -2.176  0.32
61 Br -9.152 1.141 1.187  -0.11
62 Br -4.920 -3.201 -4.860  -0.14
63 Br 0.127 -1.973 3.002  -0.08
64 H -0.012 -5.767 3.542  0.35
65 H 4.567 3.517 3.691  0.39
66 C 2.504 -1.083 -1.226  0.43
67 H -6.681 -2.592 -6.508  0.37
68 H 9.636 -1.302 0.490  0.41
69 H 4.306 -0.440 1.268  0.02
70 C 8.588 -1.024 0.576  -0.70
71 C -8.714 2.813 3.478  -0.57
72 C 4.922 -0.281 -1.426  0.25
73 H -2.861 -2.685 -1.414  0.37
74 H -4.616 -0.434 -5.818  0.29
75 H 0.139 -3.692 4.780  0.36
76 H 8.278 -1.319 2.709  0.39
77 N 3.579 -0.696 0.608  0.12

* net charge: +1
* E_LUMO: -3.6 eV

***

Record 2
A 3-piece molecular cluster, C19H37Br2ClF4N2O5S overall, computed with ωB97M-V/def2-TZVPD.

Each line ends with the Mulliken charge.
Cartesian coordinates (Å):
1 C 4.463 0.952 -7.600  -1.48
2 O 6.589 -0.759 -5.928  -0.39
3 H -4.465 -1.350 7.344  0.31
4 H -5.083 -0.029 6.370  0.33
5 O 2.834 4.207 -0.630  -0.66
6 C 6.898 -1.166 -7.245  -0.65
7 H -5.982 -3.792 4.609  0.33
8 Cl 2.091 0.319 -2.590  -0.18
9 H -1.118 1.594 -0.908  0.16
10 Br -4.914 -1.107 -1.148  -0.07
11 H -5.847 -1.452 4.637  0.33
12 H 3.117 -0.645 -0.478  0.51
13 C -0.523 1.904 -0.046  0.90
14 O 1.054 4.975 -2.191  -0.61
15 H 4.342 -0.059 -7.990  0.29
16 C -0.923 1.149 1.239  -1.04
17 H 6.926 1.232 -6.362  0.45
18 H -1.492 3.572 0.978  0.41
19 H 3.958 0.153 -4.418  0.22
20 F -2.954 -1.988 0.907  -0.31
21 C 2.098 -0.645 -0.087  -0.85
22 C 2.162 -0.396 1.423  -0.97
23 H 1.659 1.960 0.315  0.67
24 H 5.248 1.451 -8.172  0.35
25 C 1.244 0.275 -1.001  0.05
26 H 6.408 0.826 -4.720  0.32
27 C -3.278 -0.231 -0.598  0.42
28 H 1.217 -0.585 1.931  0.10
29 C -1.356 -0.322 1.148  -1.25
30 H 1.727 -1.666 -0.236  0.33
31 C -5.144 -4.131 7.734  -0.64
32 H -4.445 -3.388 8.127  0.22
33 H -0.750 -0.908 0.455  0.21
34 H 0.941 3.972 1.168  0.35
35 F -2.307 -0.554 -1.467  -0.18
36 N 3.829 0.065 -5.422  -0.58
37 H 6.007 -1.452 -7.808  0.23
38 H 7.552 -2.035 -7.172  0.26
39 C -5.857 -3.336 5.594  -0.81
40 O 1.170 2.644 -1.555  -0.53
41 H 0.294 -0.190 -1.262  0.09
42 O -5.064 -4.246 6.327  -0.38
43 C 0.949 1.702 -0.476  -0.35
44 H 2.518 0.606 1.679  0.31
45 H 7.424 -0.376 -7.791  0.30
46 C -0.844 3.413 0.111  -0.28
47 H 4.617 1.954 -5.729  0.40
48 H -1.220 -0.776 2.136  0.48
49 H 0.158 5.345 0.349  0.58
50 H -4.884 -5.102 8.154  0.26
51 N -3.868 -2.011 4.878  -0.59
52 H -3.330 -2.625 5.484  0.28
53 F -1.564 3.849 -0.999  -0.39
54 H -0.078 1.208 1.931  0.45
55 H -3.872 -2.477 3.974  0.23
56 C -2.821 -0.626 0.822  0.52
57 S 1.490 4.136 -1.122  1.21
58 H -6.158 -3.870 8.053  0.30
59 H -6.854 -3.253 6.050  0.45
60 C -5.235 -1.948 5.399  0.57
61 Br -4.015 0.150 2.120  -0.01
62 C 4.782 0.941 -6.108  0.40
63 H 3.526 1.479 -7.774  0.36
64 C -5.253 -1.069 6.646  -1.52
65 H -6.212 -1.132 7.164  0.36
66 C 6.240 0.603 -5.777  -0.71
67 H -1.736 1.689 1.734  0.55
68 F -3.448 1.085 -0.681  -0.15
69 C 0.392 4.281 0.277  -0.93
70 H 2.889 -1.094 1.849  0.45
71 H 4.079 -0.898 -5.631  0.26

* SMILES: CC[C@H](Cl)[C@H]1OS(=O)(=O)C[C@@H](F)[C@@H]1CC[C@@](F)(Br)C(F)(F)Br.COC[C@@H](C)N.COC[C@@H](C)N
* E_LUMO: 0.3 eV

***

Number 1: highest occupied orbital energy -0.412 hartree. Number 2: highest occupied orbital energy -0.330 hartree.